This record from OMol25 describes a 13-piece molecular cluster, C75H154F10N14O20S10 overall. The level of theory is ωB97M-V with the def2-TZVPD basis set.

```
283
C75H154F10N14O20S10, DFT ωB97M-V with the def2-TZVPD basis set
C 22.3420 -22.5430 -3.8280
N 21.6934 -23.7191 -3.3919
C 20.7951 -24.3900 -4.2102
C 20.2977 -25.6530 -3.8320
C 20.6388 -26.1677 -2.5510
C 21.4614 -25.3881 -1.7292
C 22.0800 -24.2348 -2.2198
C 20.1007 -27.4848 -2.1133
C 19.4413 -28.3582 -2.9838
C 19.0019 -29.6203 -2.5942
N 19.1726 -30.0548 -1.2818
C 19.8047 -29.2391 -0.4463
C 20.2400 -27.9490 -0.8320
C 18.5068 -31.3059 -0.8078
H 21.9129 -21.6953 -3.2938
H 22.2188 -22.3020 -4.8839
H 23.3964 -22.6123 -3.5606
H 20.6127 -23.9559 -5.1822
H 19.6272 -26.1431 -4.5224
H 21.8751 -25.8057 -0.8232
H 22.7474 -23.6207 -1.6334
H 19.3608 -28.0342 -4.0109
H 18.5546 -30.3735 -3.2259
H 19.9416 -29.6598 0.5389
H 20.8498 -27.5523 -0.0337
H 18.4139 -31.9748 -1.6635
H 17.5359 -31.0184 -0.4042
H 19.1756 -31.6504 -0.0191
C 11.9543 -33.2850 -2.9677
C 10.9699 -34.3659 -2.5175
C 9.8671 -34.4522 -3.5657
N 8.8506 -35.7052 -3.4764
C 8.3339 -35.7828 -2.0156
C 7.0920 -36.6882 -1.8353
C 6.0170 -36.4986 -2.9666
C 6.5914 -36.6744 -4.3749
C 7.7672 -35.6228 -4.5739
C 9.7387 -36.9164 -3.8307
H 12.7234 -33.1687 -2.2041
H 11.4280 -32.3306 -2.9780
H 12.4940 -33.4802 -3.8944
H 10.5022 -33.9798 -1.6118
H 11.3809 -35.3423 -2.2611
H 10.2991 -34.4549 -4.5664
H 9.1773 -33.6088 -3.5354
H 7.9359 -34.8176 -1.7024
H 9.0681 -36.1561 -1.3016
H 6.7055 -36.4646 -0.8409
H 7.5373 -37.6733 -1.9744
H 5.3875 -35.6120 -2.8903
H 5.3387 -37.3440 -2.8512
H 5.8887 -36.5140 -5.1925
H 6.9497 -37.6850 -4.5713
H 7.4160 -34.6035 -4.4133
H 8.1407 -35.6041 -5.5977
H 10.4076 -36.8137 -4.6852
H 9.0295 -37.7337 -3.9610
H 10.2865 -37.0587 -2.8992
C 8.6271 -26.7801 -0.0505
C 9.2946 -28.1375 0.2297
C 10.7428 -28.0139 0.5504
N 11.5285 -29.3042 1.0721
C 13.0779 -29.1548 0.8155
C 13.8864 -30.3789 1.1131
C 13.3438 -31.6294 0.4808
C 11.8595 -31.7708 0.6037
C 10.9459 -30.5104 0.3015
C 11.3435 -29.5766 2.5862
H 9.1743 -26.0302 0.5207
H 7.5661 -26.7453 0.1969
H 8.6744 -26.5101 -1.1054
H 9.1104 -28.8121 -0.6064
H 8.8001 -28.5422 1.1127
H 10.7079 -27.3618 1.4231
H 11.2890 -27.4620 -0.2146
H 13.2950 -28.8919 -0.2198
H 13.4244 -28.2575 1.3282
H 14.9046 -30.2699 0.7398
H 14.0589 -30.5388 2.1775
H 13.5681 -31.6861 -0.5844
H 13.7697 -32.5029 0.9744
H 11.6238 -32.5613 -0.1088
H 11.5138 -32.1960 1.5459
H 11.1337 -30.1271 -0.7014
H 9.9011 -30.5961 0.6000
H 11.8970 -30.4740 2.8624
H 10.2683 -29.6080 2.7626
H 11.7966 -28.6960 3.0415
C 13.6347 -41.3233 0.4859
C 14.2139 -40.0063 0.9343
C 13.2363 -38.8746 0.6750
N 13.7969 -37.4027 0.9471
C 14.2228 -37.1818 2.3868
C 14.4129 -35.6616 2.7202
C 13.1652 -34.8038 2.4491
C 12.8091 -35.0523 1.0285
C 12.5574 -36.5443 0.6469
C 14.9420 -37.1060 -0.0479
H 13.0253 -41.2501 -0.4148
H 13.0473 -41.7435 1.3023
H 14.3832 -42.0992 0.3254
H 15.0525 -39.8113 0.2659
H 14.4991 -40.0507 1.9854
H 12.3776 -38.9845 1.3373
H 12.8001 -38.9824 -0.3181
H 13.4976 -37.5951 3.0877
H 15.2080 -37.6439 2.4504
H 14.7089 -35.5657 3.7648
H 15.2171 -35.2223 2.1301
H 12.2834 -34.9207 3.0791
H 13.3603 -33.7454 2.6218
H 11.8914 -34.4966 0.8355
H 13.4872 -34.5409 0.3453
H 11.7075 -37.0121 1.1439
H 12.4204 -36.6592 -0.4283
H 15.1407 -36.0349 -0.0851
H 14.6109 -37.5571 -0.9833
H 15.8669 -37.5700 0.2946
C 6.5640 -23.6882 9.4968
C 7.1624 -24.8358 8.7651
C 6.9367 -24.7154 7.2183
N 7.3862 -25.9845 6.3434
C 6.4015 -27.1562 6.5191
C 6.6924 -28.3515 5.5227
C 6.8805 -27.9038 4.1199
C 7.8248 -26.7859 3.8728
C 7.6545 -25.5995 4.9009
C 8.7631 -26.5067 6.9033
H 5.8716 -24.0527 10.2556
H 5.9852 -22.9705 8.9155
H 7.3408 -23.1470 10.0370
H 6.7308 -25.8062 9.0104
H 8.2344 -24.8768 8.9583
H 7.4638 -23.8486 6.8198
H 5.8691 -24.5787 7.0464
H 5.4215 -26.6809 6.4786
H 6.4233 -27.5198 7.5464
H 6.0387 -29.2218 5.5796
H 7.6950 -28.6563 5.8227
H 5.9055 -27.6991 3.6776
H 7.1127 -28.8263 3.5877
H 7.6502 -26.3858 2.8740
H 8.8221 -27.2176 3.9565
H 6.7877 -24.9984 4.6261
H 8.4847 -24.9218 4.7021
H 9.2389 -27.1779 6.1882
H 8.6360 -26.9294 7.8999
H 9.5397 -25.7472 6.9933
C 3.7367 -29.9329 3.0695
C 2.6775 -29.7069 1.9919
C 2.8274 -28.2847 1.3676
N 2.2523 -28.0839 -0.0970
C 2.8203 -26.7156 -0.6454
C 4.3679 -26.6817 -0.8119
C 4.9195 -27.8469 -1.6134
C 4.3214 -29.2097 -1.1393
C 2.7725 -29.1879 -1.0227
C 0.7257 -28.0400 -0.0858
H 3.4339 -29.3973 3.9692
H 4.7595 -29.6003 2.8919
H 3.7629 -30.9556 3.4457
H 1.6456 -29.8661 2.3050
H 2.8644 -30.4134 1.1832
H 3.8838 -28.0252 1.2987
H 2.1973 -27.5273 1.8339
H 2.4165 -25.9375 0.0024
H 2.3280 -26.6420 -1.6150
H 4.8644 -26.6469 0.1578
H 4.5825 -25.6841 -1.1953
H 6.0041 -27.8534 -1.5054
H 4.9630 -27.6636 -2.6870
H 4.7495 -29.4754 -0.1727
H 4.6789 -29.9616 -1.8428
H 2.4016 -30.1448 -0.6554
H 2.2982 -28.9679 -1.9791
H 0.3661 -28.9354 0.4211
H 0.3663 -27.9144 -1.1072
H 0.5090 -27.2084 0.5846
C 16.2823 -27.7256 -1.1428
C 16.9412 -26.9476 -0.0229
C 16.1046 -27.0923 1.2357
N 16.5528 -26.6400 2.6500
C 15.3796 -26.7044 3.6544
C 15.7278 -25.9972 4.9454
C 16.3280 -24.5762 4.8914
C 17.4457 -24.5736 3.8204
C 17.0022 -25.1449 2.4622
C 17.7393 -27.5679 3.0022
H 16.1890 -28.8085 -1.2241
H 16.7609 -27.5121 -2.0986
H 15.2950 -27.2779 -1.2561
H 17.0894 -25.9250 -0.3701
H 17.9686 -27.3089 0.0217
H 15.8216 -28.1197 1.4650
H 15.2247 -26.4521 1.1716
H 14.5573 -26.1247 3.2350
H 15.0510 -27.7303 3.8207
H 14.8262 -25.9722 5.5575
H 16.3957 -26.7215 5.4117
H 15.5812 -23.7973 4.7377
H 16.8669 -24.2925 5.7954
H 17.7070 -23.5383 3.6014
H 18.2970 -25.0556 4.3012
H 16.1178 -24.6294 2.0879
H 17.7690 -25.0783 1.6904
H 17.7983 -27.4328 4.0822
H 18.6632 -27.4087 2.4461
H 17.3407 -28.5672 2.8269
C 6.3421 -24.4825 -3.2136
C 7.4257 -24.4419 -4.3287
C 8.6068 -25.3283 -3.8680
N 9.7941 -25.5438 -4.8564
C 9.2634 -26.5309 -5.9696
C 10.4171 -27.1884 -6.8279
C 11.5262 -27.7962 -5.9600
C 12.0555 -26.7926 -4.9237
C 10.9755 -26.1531 -4.0211
C 10.2458 -24.2878 -5.6427
H 5.4476 -23.9217 -3.4847
H 6.7761 -24.0593 -2.3077
H 6.0550 -25.4797 -2.8798
H 7.7473 -23.4303 -4.5763
H 7.0795 -24.8931 -5.2586
H 8.3830 -26.2828 -3.3916
H 9.1144 -24.8129 -3.0528
H 8.8624 -27.4670 -5.5811
H 8.4731 -26.0493 -6.5455
H 9.9271 -27.9204 -7.4698
H 10.9000 -26.4266 -7.4399
H 11.0707 -28.6101 -5.3959
H 12.3478 -28.2020 -6.5504
H 12.7273 -27.3110 -4.2397
H 12.6415 -26.0193 -5.4204
H 10.5396 -26.8734 -3.3289
H 11.4674 -25.3467 -3.4772
H 11.0027 -24.5909 -6.3661
H 10.5122 -23.5818 -4.8562
H 9.3389 -23.9923 -6.1702
N 15.9310 -30.1989 4.0612
S 14.9307 -30.7114 5.0177
O 15.4477 -30.9165 6.3713
O 13.8975 -31.5565 4.4385
F 14.0583 -29.3125 5.0911
S 16.7755 -31.6080 3.8405
O 16.1068 -32.7314 3.1434
O 17.7768 -32.0095 4.8542
F 17.6276 -31.0292 2.6314
N 12.7842 -25.8908 1.6542
S 12.5173 -24.8380 0.6673
O 13.0142 -23.4787 0.9386
O 11.3975 -25.0220 -0.2563
F 13.7428 -25.4548 -0.2710
S 11.8375 -25.2523 2.8547
O 10.3919 -25.1200 2.6448
O 12.4737 -24.2169 3.6667
F 11.8839 -26.5718 3.8288
N 16.6018 -31.6169 -3.7058
S 15.2952 -30.9887 -3.9554
O 14.4495 -30.6259 -2.8157
O 14.6746 -31.4308 -5.2134
F 15.9016 -29.5973 -4.3292
S 15.9132 -33.0061 -3.1846
O 15.6093 -33.9826 -4.2328
O 15.0960 -33.0692 -2.0034
F 17.2812 -33.7072 -2.6381
N 7.2593 -33.3646 3.1587
S 6.9924 -31.9916 2.6878
O 6.0542 -31.8050 1.5804
O 8.0310 -30.9775 2.9970
F 5.9822 -31.7281 3.9423
S 8.0526 -33.8997 1.7856
O 9.3409 -33.3276 1.4657
O 7.2840 -34.6336 0.7482
F 8.7511 -35.1731 2.5091
N 7.3998 -31.4914 -3.5162
S 8.5012 -30.2554 -3.6855
O 9.8952 -30.4771 -3.2800
O 7.8973 -28.9319 -3.6452
F 8.5776 -30.4159 -5.2660
S 7.4293 -31.5057 -2.0125
O 7.1604 -30.3177 -1.2415
O 8.4427 -32.3972 -1.4648
F 6.1036 -32.3514 -1.7105
```

Calculated values
Electronic energy ... -10200.4199 Ha
HOMO-LUMO gap ... 5.294 eV
HOMO energy ... -15.0 eV
2S+1 ... 1
Total charge ... +4

Löwdin population analysis, charges in e, atoms 1 to 8: 0.0084, -0.0974, 0.0788, 0.0717, -0.0942, 0.0636, 0.0350, -0.1344